Record 1
{
  "formula": "C35H43IN5PS2V",
  "method": "the ωB97M-V functional and the def2-TZVPD basis",
  "symbols": ["I", "V", "S", "S", "P", "N", "N", "N", "N", "N", "C", "C", "C", "C", "C", "C", "C", "C", "C", "C", "C", "C", "C", "C", "C", "C", "C", "C", "C", "C", "C", "C", "C", "C", "C", "C", "C", "C", "C", "C", "C", "C", "C", "C", "C", "H", "H", "H", "H", "H", "H", "H", "H", "H", "H", "H", "H", "H", "H", "H", "H", "H", "H", "H", "H", "H", "H", "H", "H", "H", "H", "H", "H", "H", "H", "H", "H", "H", "H", "H", "H", "H", "H", "H", "H", "H", "H", "H"],
  "coordinates": [[-4.3914, 2.8213, -1.5139], [0.9945, 0.7109, 0.0033], [3.1423, 0.9691, -1.1960], [4.2576, -1.4790, 0.3205], [-0.5372, -0.5562, 1.5410], [0.1264, -0.7608, -1.3033], [2.1202, 1.4998, 1.5181], [2.9159, 0.3242, 1.4504], [0.4823, 3.6682, 2.1252], [-0.2483, 2.2641, -0.6507], [1.8240, 4.0931, 4.0638], [0.3228, 3.4322, -0.9531], [-2.3524, 1.3954, 2.3503], [-1.6487, -1.2425, 0.2958], [-1.7697, 4.3608, -1.6227], [-1.4818, 0.2723, 2.9052], [1.0259, 5.1745, 4.4026], [-3.1621, -2.4036, -1.7127], [1.2140, -3.4750, -1.4691], [1.0279, -1.5823, 3.6293], [0.3637, -1.9833, 2.3113], [0.2560, 1.0468, -3.4897], [-1.9026, -1.9333, -2.0026], [-0.4244, -3.2835, 2.4304], [1.2949, -2.5018, -2.6049], [3.3766, 0.0487, 0.2453], [4.5494, -1.9245, -1.3995], [2.7309, -2.4390, -6.1275], [-1.5632, 2.1207, -0.8149], [1.5148, 3.3684, 2.9139], [-3.7180, -2.3097, -0.4311], [-5.0960, -2.8286, -0.1386], [-0.4009, 4.5026, -1.4473], [-2.3592, 3.1468, -1.2994], [-0.0463, 5.4883, 3.5860], [-0.2720, 4.7047, 2.4625], [-2.2978, -0.5760, 3.8837], [1.4977, -0.7388, -4.7389], [1.9264, -2.8734, -3.7838], [2.0446, -2.0071, -4.8631], [-1.0969, -1.3103, -1.0158], [2.3473, 2.2048, 2.5592], [0.8456, -0.3320, -3.5807], [0.7407, -1.2112, -2.4963], [-2.9302, -1.7364, 0.5488], [0.1889, 1.5060, -4.4762], [1.3940, 3.4849, -0.8004], [-3.7438, -2.8544, -2.5102], [1.2390, 5.7581, 5.2883], [-0.6703, 0.7483, 3.4734], [-2.3674, 5.1747, -2.0104], [2.9448, -1.5846, -6.7694], [-0.6993, 6.3207, 3.8071], [3.1607, 1.9202, 3.2226], [-1.1043, 4.9214, 1.7995], [-0.8734, -3.5708, 1.4802], [-3.3296, -1.6820, 1.5559], [4.3004, -2.9770, -1.5250], [1.7286, -2.3637, 3.9290], [0.2420, -4.0886, 2.7479], [-2.7774, 1.9740, 3.1744], [-2.7043, 0.0720, 4.6640], [1.5719, -0.0415, -5.5666], [0.8656, 1.6968, -2.8528], [2.6708, 3.8082, 4.6728], [1.1840, -2.1495, 1.6061], [-1.2231, -3.2084, 3.1692], [1.6002, -0.6603, 3.5274], [-3.1805, 1.0000, 1.7582], [-1.7745, 2.0821, 1.7347], [-1.7119, -1.3497, 4.3708], [3.8966, -1.3403, -2.0449], [-5.1563, -3.9126, -0.2578], [2.3533, -3.8696, -3.8513], [0.2132, -3.9053, -1.3766], [-0.7419, 1.0147, -3.0466], [5.5880, -1.7506, -1.6707], [0.1083, 5.4234, -1.6927], [-1.9880, 1.1533, -0.5754], [3.6755, -2.9430, -5.9158], [-3.1470, -1.0573, 3.3978], [2.1144, -3.1357, -6.7005], [1.4361, -2.9768, -0.5292], [1.9216, -4.2944, -1.6034], [-5.8416, -2.3900, -0.8049], [-5.3929, -2.5938, 0.8840], [0.3076, -1.4672, 4.4375], [-1.5215, -2.0212, -3.0110]],
  "spin_multiplicity": 4,
  "charge": 0,
  "lumo_ha": [-0.012, -0.019],
  "homo_lumo_gap_ev": [5.827, 6.050],
  "molar_mass_g_mol": 806.72,
  "homo_ev": [-6.141, -6.556]
}

***

Record 2
{
  "formula": "C17H29F3NbO7S4",
  "method": "the ωB97M-V functional and the def2-TZVPD basis",
  "symbols": ["Nb", "S", "S", "S", "S", "F", "F", "F", "O", "O", "O", "O", "O", "O", "O", "C", "C", "C", "C", "C", "C", "C", "C", "C", "C", "C", "C", "C", "C", "C", "C", "C", "H", "H", "H", "H", "H", "H", "H", "H", "H", "H", "H", "H", "H", "H", "H", "H", "H", "H", "H", "H", "H", "H", "H", "H", "H", "H", "H", "H", "H"],
  "coordinates": [[4.1353, -1.3649, -5.0493], [-2.9835, 0.6563, 0.0668], [-3.4740, 0.6238, 6.0171], [5.0759, -0.5959, -2.8492], [4.3324, -3.7514, -4.2637], [4.7351, 2.9616, -3.0132], [3.2208, 3.7412, -4.6569], [2.7698, 1.8107, -3.4514], [-4.7787, 0.6866, 5.3935], [-2.4042, -0.1937, 5.4910], [3.7456, -4.7536, -5.2641], [-1.8448, 0.0135, -0.5538], [4.6129, 1.7921, -5.0252], [-4.0866, 1.1859, -0.7043], [3.5282, -3.9079, -2.9452], [-3.3170, 0.2644, 2.6747], [3.8315, 2.5420, -4.0910], [1.5540, -1.0772, -2.7529], [-3.6816, 0.2383, 7.7457], [-0.7229, -1.4814, -4.9593], [-3.2413, 1.7699, 2.4189], [0.8124, -1.5434, -5.3814], [-2.7231, 1.1819, 8.4590], [0.0161, -1.0198, -2.3629], [1.9668, -1.3175, -4.2821], [3.8118, 0.8152, -5.7751], [-2.8558, 2.2845, 6.2576], [-3.6408, -0.4115, 1.3417], [-2.3958, 1.9337, 1.1636], [6.1022, -4.2490, -3.8976], [-1.1319, -1.2035, -3.4416], [-2.8809, 2.5357, 7.7657], [1.0572, -1.7559, -6.5004], [6.7636, -4.3484, -4.8385], [-1.8387, 2.3273, 5.8616], [4.2155, 0.8148, -6.8770], [6.0517, -5.2749, -3.3369], [-2.9431, 1.2451, 9.5275], [-4.0644, 0.0207, 3.4314], [-2.5100, 2.9106, 0.6928], [-2.2494, -1.1309, -3.1586], [-1.3409, 1.7365, 1.3709], [-3.4592, -0.8145, 7.9221], [-3.1746, -1.3955, 1.2657], [6.2346, 0.1623, -3.0065], [5.8385, -1.3981, -5.7093], [2.6883, 1.0642, -5.8541], [-2.8071, 2.3045, 3.2678], [6.5273, -3.4694, -3.1537], [-4.7190, 0.4543, 8.0139], [2.3567, -0.9038, -1.9300], [-2.3490, -0.0916, 3.0426], [-1.6930, 0.8265, 8.3455], [-3.8412, 2.9805, 8.0494], [-4.7188, -0.4976, 1.1880], [-4.2482, 2.1667, 2.2477], [3.5226, -1.8949, -6.6941], [-0.2532, -0.8185, -1.2587], [-3.4937, 2.9897, 5.7215], [-2.0953, 3.2357, 8.0619], [-1.5454, -1.6121, -5.7673]],
  "charge": -1,
  "lumo_ha": 0.049,
  "homo_lumo_gap_ev": 6.398,
  "molar_mass_g_mol": 623.58,
  "homo_ev": -5.059
}

***

Record 3
{
  "formula": "C7H9N4Se",
  "method": "the ωB97M-V functional and the def2-TZVPD basis",
  "symbols": ["Se", "N", "N", "N", "N", "C", "C", "C", "C", "C", "C", "C", "H", "H", "H", "H", "H", "H", "H", "H", "H"],
  "coordinates": [[0.5452, 0.9238, 1.9230], [-0.8941, 0.9231, -2.5033], [0.3544, -1.0794, 1.4900], [-2.0306, -1.9721, -2.3988], [-1.2010, -2.4563, 0.6431], [-0.6030, 0.7687, -1.1985], [-0.4743, -1.3469, 0.4795], [-0.6554, -0.5989, -0.7868], [2.5381, 1.0864, 1.8120], [-0.1553, 1.9808, -0.5949], [-1.3356, -1.3748, -1.7273], [0.2524, 2.1136, 0.6897], [-0.7676, -3.2439, 1.2099], [2.6690, 1.9106, 2.7107], [-1.8329, -2.8335, 0.0232], [-0.4417, 2.9025, -1.1252], [-1.1480, 1.8171, -2.8745], [3.2294, 0.2642, 2.1062], [0.2258, -1.5402, 2.4476], [2.8327, 1.4915, 0.8256], [-1.1077, 0.2635, -3.1513]],
  "spin_multiplicity": 3,
  "charge": 1,
  "lumo_ha": [-0.171, -0.263],
  "homo_lumo_gap_ev": [5.703, 5.263],
  "molar_mass_g_mol": 228.14,
  "homo_ev": [-10.363, -12.421]
}

***

Record 4
{
  "formula": "C24H37FN2O16S3",
  "method": "the ωB97M-V functional and the def2-TZVPD basis",
  "symbols": ["S", "S", "S", "F", "O", "O", "O", "O", "O", "O", "O", "O", "O", "O", "O", "O", "O", "O", "O", "O", "N", "N", "C", "C", "C", "C", "C", "C", "C", "C", "C", "C", "C", "C", "C", "C", "C", "C", "C", "C", "C", "C", "C", "C", "C", "C", "H", "H", "H", "H", "H", "H", "H", "H", "H", "H", "H", "H", "H", "H", "H", "H", "H", "H", "H", "H", "H", "H", "H", "H", "H", "H", "H", "H", "H", "H", "H", "H", "H", "H", "H", "H", "H"],
  "coordinates": [[1.5870, 3.9580, -4.0464], [-3.8109, -5.2088, 1.6940], [-2.4309, -2.5916, -2.9934], [6.3539, 2.2952, 2.9284], [6.5278, 0.1959, 3.7302], [-2.4204, -5.1655, 2.2056], [1.7275, 1.3944, 2.3123], [0.3075, 4.2858, -2.9960], [2.1464, 2.6511, -3.7027], [0.3304, 7.9539, 3.4243], [-4.0572, -6.5548, 0.7656], [-1.2021, -1.4423, -3.2671], [2.3834, 5.1783, -4.0644], [-4.2752, -4.0544, 0.9775], [1.4120, 6.5474, 4.7043], [-2.8691, -3.2163, -4.2545], [-3.3686, -1.9738, -2.1153], [2.3901, -0.7523, 2.7024], [5.3577, 1.1862, 5.3231], [7.3035, 0.1163, 5.8835], [1.5870, 0.1491, 2.3489], [1.0100, 6.9614, 3.5800], [1.3820, 6.2155, 2.3229], [-0.5197, 0.6525, 1.0769], [1.1484, 6.8045, 1.0860], [-4.9983, -5.6686, 3.0809], [-1.2491, 2.7505, -1.6773], [-3.6989, -7.8249, 1.3479], [2.1230, 4.1989, 1.2449], [0.2953, -0.2422, 1.7613], [-1.7524, 0.2730, 0.5524], [0.6719, 3.8920, -5.6762], [0.8498, -0.6322, -4.2426], [-2.1660, -1.0427, 0.5686], [5.6981, 1.1228, 3.0955], [1.3915, 6.1627, -0.0583], [-1.3039, -2.0229, 1.1593], [6.4269, 0.3353, 5.0473], [4.6485, 1.2991, 4.1105], [-1.5573, -3.8402, -2.0896], [1.9736, 4.8463, -0.0066], [-0.7676, 3.3511, -3.0525], [1.9004, 4.9307, 2.4022], [-3.1387, -8.5621, 0.1414], [-0.1467, -1.5884, 1.8145], [-0.1856, -1.7274, -4.1887], [-1.5175, -3.0801, 1.2156], [2.0655, 4.4120, 3.3350], [-5.5962, -6.5202, 2.7564], [-2.9238, -7.7352, 2.1090], [-2.1587, -8.2010, -0.1708], [1.2795, -0.6235, -3.2409], [-2.2674, 2.3636, -1.7152], [0.2759, -2.6996, -4.0156], [-3.0986, -1.3098, 0.0939], [1.5527, -0.8250, -5.0530], [-0.6798, -1.9355, -5.1376], [-2.2472, -4.6805, -2.0120], [1.3707, 4.4851, -6.2660], [1.1974, 6.6369, -1.0091], [-1.6280, 3.8910, -3.4480], [-3.1295, -9.6517, 0.1686], [-1.3381, -3.4409, -1.0993], [-0.6007, 1.9188, -1.4019], [2.3189, 4.4053, -0.9300], [-0.7238, 2.5887, -3.8303], [-3.7033, -8.2431, -0.7347], [-0.4236, 1.7265, 1.0156], [-5.7248, -4.8805, 3.2789], [0.4519, 0.3723, -4.3864], [4.2017, 2.2924, 4.0676], [2.6027, 3.2400, 1.3748], [5.2409, 0.8107, 2.1565], [-2.4173, 0.9559, 0.0447], [-0.2804, 4.3981, -5.5178], [0.3501, -2.4064, 2.3150], [-4.5752, -8.3617, 1.7112], [-1.1275, 3.4959, -0.8913], [-0.6582, -4.1149, -2.6412], [3.9812, 0.4664, 3.8883], [0.7621, 7.8115, 1.0309], [0.6053, 2.8486, -5.9842], [-4.4523, -6.0072, 3.9615]],
  "spin_multiplicity": 2,
  "charge": 1,
  "lumo_ha": [-0.199, -0.330],
  "homo_lumo_gap_ev": [6.805, 3.245],
  "molar_mass_g_mol": 724.76,
  "homo_ev": [-12.229, -12.229]
}

***

Record 5
{
  "formula": "C4H10N2O2",
  "method": "the ωB97M-V functional and the def2-TZVPD basis",
  "symbols": ["O", "O", "N", "N", "C", "C", "C", "C", "H", "H", "H", "H", "H", "H", "H", "H", "H", "H"],
  "coordinates": [[1.8815, -1.3745, -0.7302], [-0.0615, -1.5350, 1.0886], [-2.5657, -0.5063, 0.0430], [-1.3718, 0.1354, -0.3850], [1.1014, -0.1892, -0.6297], [2.0349, 0.9998, -0.4842], [0.0352, -0.3082, 0.4018], [-0.8066, 0.8674, 0.7650], [2.7994, 0.9745, -1.2658], [-1.3134, 0.7907, 1.7254], [1.4975, 1.9462, -0.5811], [-2.8923, -1.1306, -0.6955], [-1.0141, -1.6856, 1.2336], [2.5407, 0.9829, 0.4859], [-3.3111, 0.1897, 0.1435], [1.4815, -2.0220, -0.1212], [-0.4630, 1.8753, 0.5438], [0.4276, -0.0105, -1.5379]],
  "smiles": "C[C@@H](O)[C@@]1(O)CN1N",
  "charge": 0,
  "lumo_ha": 0.030,
  "homo_lumo_gap_ev": 9.306,
  "molar_mass_g_mol": 118.14,
  "homo_ev": -8.485
}

***

Record 6
{
  "formula": "C14H38O24P4V",
  "method": "the ωB97M-V functional and the def2-TZVPD basis",
  "symbols": ["V", "P", "P", "P", "P", "O", "O", "O", "O", "O", "O", "O", "O", "O", "O", "O", "O", "O", "O", "O", "O", "O", "O", "O", "O", "O", "O", "O", "O", "C", "C", "C", "C", "C", "C", "C", "C", "C", "C", "C", "C", "C", "C", "H", "H", "H", "H", "H", "H", "H", "H", "H", "H", "H", "H", "H", "H", "H", "H", "H", "H", "H", "H", "H", "H", "H", "H", "H", "H", "H", "H", "H", "H", "H", "H", "H", "H", "H", "H", "H", "H"],
  "coordinates": [[-0.7164, -0.9054, 1.2382], [-1.0918, -4.7839, 1.2917], [-1.2380, -1.2994, -2.4199], [4.1127, 3.4421, -1.9217], [-2.6716, 4.0603, 1.7800], [-1.0956, -3.2859, 1.2533], [-3.9598, 4.7391, 1.9562], [-1.3904, -5.5047, 2.6920], [-0.3488, -0.3825, 3.3420], [3.2066, -1.6393, 2.5874], [1.0225, -0.6959, 4.9223], [-2.3143, -1.0139, 1.1902], [4.1030, 2.2831, -3.0969], [-1.6621, 4.7960, 0.7191], [3.7782, 4.7010, -2.8585], [-0.4318, 0.5880, 0.8741], [-0.8211, -1.6588, -1.0305], [5.3568, 3.5611, -1.1117], [-1.0746, -1.2757, 5.3383], [-0.3237, -1.9903, -3.5562], [-1.2084, 0.2883, -2.8155], [3.3527, -0.9252, 0.6265], [-1.7520, 3.8968, 3.0824], [0.3698, -5.5237, 0.8978], [1.4181, -1.6652, 1.3146], [2.8465, 3.1259, -0.9783], [-2.1362, -5.5743, 0.2484], [-2.7967, 2.5292, 1.2799], [-2.7040, -1.7689, -2.9205], [2.5881, -1.4457, 1.5385], [-2.1674, 5.1369, -0.5128], [-0.1268, 1.1951, -2.4416], [-3.9814, 1.7825, 1.8155], [-3.6711, -2.3367, -1.9441], [-1.3037, -4.8183, 3.9606], [-0.4573, 3.2848, 3.0499], [3.5142, 5.8863, -2.1829], [1.3635, -4.9352, 0.1131], [2.8162, 2.4370, 0.2242], [-0.1281, -0.7521, 4.4942], [4.6351, 1.0325, -2.7830], [-1.8654, -5.4652, -1.1582], [-0.3897, -1.6354, -4.9331], [1.1985, -3.8581, 0.0870], [-1.2745, -1.0192, -5.0927], [-4.4329, 1.3446, 0.9253], [-2.6062, 6.1343, -0.5416], [0.2278, 1.8369, -3.2482], [2.5203, 6.3331, -2.2108], [-1.1210, -3.7581, 3.7854], [-4.2274, -3.1110, -2.4724], [0.3697, -1.0509, -5.4525], [-1.8027, -4.4264, -1.4827], [4.0608, 6.6086, -2.7891], [0.7239, 0.6746, -2.0017], [-0.3761, -1.4854, 5.9624], [3.9218, 0.2117, -2.8572], [-1.3608, 5.0815, -1.2438], [-0.0463, 3.0180, 2.0762], [-0.5624, 2.4409, 3.7317], [-0.5857, -2.5370, -5.5136], [-0.6610, 1.8490, -1.7523], [-4.8031, 2.2456, 2.3619], [2.2645, 2.9808, 0.9910], [4.1539, -0.9170, 1.1553], [2.2620, 1.4985, 0.2141], [-3.6499, 0.8632, 2.2985], [-0.4950, -5.2904, 4.5184], [1.3613, -5.1677, -0.9518], [3.7658, 2.2874, 0.7381], [4.9778, 0.9983, -1.7489], [0.2713, 3.9094, 3.5667], [2.4083, -5.1143, 0.3668], [5.5341, 0.7691, -3.3402], [-3.1383, -2.7720, -1.0987], [3.5962, 6.0127, -1.1034], [-0.9268, -5.9094, -1.4896], [-2.8986, 4.3608, -0.7389], [-2.2216, -4.9679, 4.5290], [-2.6645, -5.9446, -1.7236], [-4.4194, -1.6140, -1.6190]],
  "spin_multiplicity": 2,
  "charge": 0,
  "lumo_ha": [-0.014, -0.177],
  "homo_lumo_gap_ev": [9.848, 4.167],
  "molar_mass_g_mol": 765.27,
  "homo_ev": [-10.243, -8.984]
}